# 1
Density functional theory data (ωB97M-V/def2-TZVPD) for a molecular structure, C37H33I2N2OP2PdS at a distorted geometry.

Computed properties:
HOMO (alpha / beta): -10.1 / -10.1 eV
charge: +1
energy relative to the best compared isomer or geometry (same formula, charge and spin): 50.8 kcal/mol
max |F|: 1.399 eV Å⁻¹
LUMO energy (alpha / beta): -3.108 / -5.285 eV
<S²>: 2.0511
HOMO-LUMO gap (alpha / beta): 7.028 / 4.779 eV
spin multiplicity: 3

Each line ends with the Mulliken charge.
Positions of all 79 atoms, in Å:
Pd  -1.905  0.803  -0.201  -0.901
I  -3.190  3.225  3.974  0.140
C  -4.103  1.530  3.154  -0.637
C  -5.016  0.762  3.856  -0.328
C  -5.556  -0.371  3.286  -0.216
I  -6.986  -1.458  4.389  0.162
C  -5.160  -0.803  1.997  1.454
C  -5.594  -1.987  1.370  -0.675
C  -5.143  -2.301  0.114  -1.054
C  -4.211  -1.462  -0.505  -0.384
N  -3.754  -0.368  0.067  -0.315
C  -4.235  0.001  1.275  0.069
C  -3.737  1.248  1.822  0.935
O  -3.018  2.050  1.156  -0.560
H  -5.301  1.054  4.856  0.385
H  -6.280  -2.644  1.884  0.237
H  -5.490  -3.188  -0.390  0.450
H  -3.840  -1.699  -1.493  0.623
C  4.974  -2.703  -1.249  -0.576
S  4.229  -1.654  -2.523  -0.103
C  4.293  -0.034  -1.685  -1.112
C  3.242  0.133  -0.595  0.671
C  1.837  -0.117  -1.154  -1.225
N  0.735  0.395  -0.348  0.503
P  0.154  2.025  -0.403  0.553
C  1.664  3.041  -0.553  0.039
C  2.180  3.570  0.624  -0.157
C  3.350  4.306  0.593  -0.705
C  3.996  4.522  -0.613  -0.528
C  3.476  3.999  -1.786  -0.778
C  2.307  3.262  -1.765  -0.089
C  -0.637  2.163  -2.048  1.079
C  -0.847  3.437  -2.580  -1.055
C  -1.530  3.594  -3.772  -0.636
C  -2.035  2.484  -4.433  -0.699
C  -1.905  1.221  -3.876  -0.851
C  -1.227  1.049  -2.675  0.283
P  -0.077  -0.404  0.946  0.780
C  1.347  -1.012  1.927  0.317
C  2.001  -0.081  2.728  -0.166
C  3.124  -0.451  3.446  -0.762
C  3.591  -1.755  3.375  -0.521
C  2.941  -2.681  2.576  -0.697
C  1.817  -2.317  1.854  -0.373
C  -0.832  -1.967  0.356  1.202
C  -0.918  -2.438  -0.952  -0.424
C  -1.609  -3.611  -1.220  -0.871
C  -2.203  -4.327  -0.195  -0.517
C  -2.148  -3.849  1.107  -0.895
C  -1.484  -2.670  1.375  -0.254
H  5.107  -3.685  -1.690  0.390
H  4.312  -2.769  -0.390  0.008
H  5.938  -2.295  -0.960  0.253
H  4.145  0.698  -2.478  0.373
H  5.295  0.084  -1.275  0.529
H  3.313  1.147  -0.200  -0.164
H  3.438  -0.557  0.226  -0.107
H  1.701  -1.196  -1.273  0.423
H  1.762  0.348  -2.144  0.371
H  1.655  3.403  1.555  0.397
H  3.750  4.715  1.507  0.450
H  4.901  5.110  -0.642  0.432
H  3.978  4.167  -2.725  0.444
H  1.895  2.859  -2.680  0.459
H  -0.442  4.296  -2.059  0.503
H  -1.661  4.581  -4.192  0.430
H  -2.524  2.603  -5.389  0.422
H  -2.315  0.364  -4.393  0.459
H  -1.026  0.035  -2.318  0.071
H  1.624  0.932  2.782  0.363
H  3.632  0.271  4.065  0.453
H  4.458  -2.054  3.946  0.426
H  3.304  -3.697  2.512  0.451
H  1.308  -3.039  1.232  0.379
H  -0.414  -1.926  -1.761  0.103
H  -1.672  -3.973  -2.236  0.445
H  -2.697  -5.264  -0.405  0.436
H  -2.622  -4.397  1.906  0.481
H  -1.432  -2.285  2.386  0.505

# 2
Density functional theory data (ωB97M-V/def2-TZVPD) for 9 unconnected molecules or ions with the total composition H18O9.

Computed properties:
HOMO: -9.9 eV
energy relative to the best compared isomer or geometry (same formula, charge and spin): 95.3 kcal/mol
max |F|: 0.938 eV Å⁻¹
LUMO energy: -0.055 eV
structure (SMILES): O.O.O.O.O.O.O.O.O
HOMO-LUMO gap: 9.796 eV

Each line ends with the natural charge from an NBO analysis.
Positions of all 27 atoms, in Å:
H  -0.394  -0.370  0.236  0.462
H  -0.743  0.962  -0.408  0.458
H  -2.299  -2.061  -3.934  0.464
H  -2.992  -0.791  -3.468  0.467
H  2.019  1.642  1.074  0.438
H  2.464  1.572  -0.377  0.477
H  -4.555  2.374  -0.387  0.467
H  -5.504  2.702  -1.528  0.469
H  2.131  3.752  -1.132  0.471
H  2.067  3.516  0.368  0.461
H  3.822  -1.340  0.244  0.452
H  5.107  -0.545  0.087  0.455
H  4.305  -2.995  -0.621  0.463
H  2.836  -3.013  -0.230  0.455
H  -2.785  -3.512  1.575  0.470
H  -3.251  -2.098  1.879  0.459
H  -2.066  -0.136  3.528  0.463
H  -1.084  0.391  4.561  0.473
O  -0.147  0.210  -0.494  -0.920
O  -2.118  -1.181  -3.586  -0.931
O  2.353  1.028  0.411  -0.919
O  -4.640  2.314  -1.345  -0.936
O  2.673  3.776  -0.335  -0.929
O  4.218  -0.631  -0.274  -0.911
O  3.418  -3.030  -0.998  -0.913
O  -3.562  -2.944  1.539  -0.929
O  -1.275  0.407  3.616  -0.936

# 3
Density functional theory data (ωB97M-V/def2-TZVPD) for a single C2H6S molecule.

Computed properties:
HOMO: -8.5 eV
energy relative to the best compared isomer or geometry (same formula, charge and spin): 4.7 kcal/mol
max |F|: 0.878 eV Å⁻¹
LUMO energy: 1.168 eV
structure (SMILES): CSC
HOMO-LUMO gap: 9.644 eV

Each line ends with the natural charge from an NBO analysis.
Positions of all 9 atoms, in Å:
C  0.351  -0.432  -1.265  -0.755
S  0.538  -0.969  0.445  0.176
C  -0.345  0.352  1.310  -0.742
H  1.327  -0.530  -1.745  0.228
H  0.067  0.607  -1.406  0.221
H  -0.426  -1.009  -1.754  0.216
H  -0.068  1.319  0.892  0.212
H  -1.393  0.196  1.165  0.211
H  -0.051  0.467  2.357  0.233

# 4
Density functional theory data (ωB97M-V/def2-TZVPD) for a single C4H6N2O molecule.

Computed properties:
HOMO: -8.4 eV
energy relative to the best compared isomer or geometry (same formula, charge and spin): 20.6 kcal/mol
max |F|: 0.929 eV Å⁻¹
LUMO energy: 0.626 eV
structure (SMILES): Cc1c[nH]c(O)n1
HOMO-LUMO gap: 9.066 eV

Each line ends with the natural charge from an NBO analysis.
Positions of all 13 atoms, in Å:
C  2.054  0.455  0.080  -0.639
C  0.621  0.106  -0.189  0.100
C  0.035  -1.127  -0.282  -0.134
N  -1.320  -0.881  -0.322  -0.543
C  -1.473  0.454  -0.194  0.586
O  -2.665  0.921  0.260  -0.678
N  -0.338  1.096  -0.154  -0.489
H  2.174  1.542  0.139  0.235
H  2.738  0.067  -0.683  0.218
H  2.341  0.039  1.055  0.217
H  0.424  -2.138  -0.244  0.217
H  -2.099  -1.523  -0.395  0.423
H  -2.483  0.880  1.216  0.487

# 5
Density functional theory data (ωB97M-V/def2-TZVPD) for 2 unconnected molecules or ions with the total composition C6H10O at a distorted geometry.

Computed properties:
HOMO: -9.2 eV
energy relative to the best compared isomer or geometry (same formula, charge and spin): 47.4 kcal/mol
max |F|: 1.787 eV Å⁻¹
LUMO energy: 0.761 eV
structure (SMILES): C=C/C=C/C=C.O
HOMO-LUMO gap: 9.915 eV

Each line ends with the natural charge from an NBO analysis.
Positions of all 17 atoms, in Å:
C  1.251  -2.410  0.609  -0.224
C  1.583  -3.094  -0.483  -0.367
C  -0.471  -0.500  0.849  -0.217
C  0.706  -1.044  0.572  -0.194
C  -1.907  1.439  0.249  -0.389
C  -0.745  0.930  0.616  -0.208
H  1.651  -2.698  1.578  0.211
H  2.045  -4.068  -0.495  0.205
H  1.369  -2.642  -1.447  0.190
H  -1.250  -1.202  1.145  0.206
H  1.467  -0.349  0.186  0.193
H  -2.785  0.809  0.350  0.191
H  -2.224  2.439  -0.018  0.203
H  0.182  1.490  0.500  0.197
H  -0.522  3.465  -0.811  0.473
H  -0.183  2.716  -2.159  0.476
O  -0.204  3.557  -1.714  -0.946

# 6
Density functional theory data (ωB97M-V/def2-TZVPD) for a molecular structure, C27H39BCl3GeN8O4S3Ti.

Computed properties:
HOMO (alpha / beta): -7.8 / -7.8 eV
energy relative to the best compared isomer or geometry (same formula, charge and spin): 0.0 kcal/mol
max |F|: 0.574 eV Å⁻¹
LUMO energy (alpha / beta): 0.077 / 0.094 eV
<S²>: 0.7557
HOMO-LUMO gap (alpha / beta): 7.912 / 7.878 eV
spin multiplicity: 2

Each line ends with the Mulliken charge.
Positions of all 87 atoms, in Å:
Ti  -0.199  0.417  0.852  -0.150
C  3.548  -5.256  1.632  -1.713
C  3.043  -3.853  1.979  1.316
C  4.133  -3.025  2.655  -1.360
C  1.856  -4.010  2.925  -1.994
N  2.714  -3.161  0.679  0.676
C  3.655  -3.159  -0.339  -0.246
C  3.171  -2.408  -1.339  -1.531
N  1.938  -1.928  -0.954  0.335
B  1.208  -0.968  -1.927  0.130
N  1.885  0.409  -2.024  -0.062
C  2.043  1.052  -3.235  -1.247
C  2.490  2.293  -2.986  -0.330
N  2.602  2.430  -1.608  0.607
C  2.235  1.263  -1.039  0.282
S  2.200  0.829  0.631  -0.587
C  2.996  3.757  -1.022  1.274
C  2.020  4.800  -1.573  -1.494
C  4.428  4.043  -1.471  -1.635
C  2.923  3.802  0.499  -2.058
N  -0.338  -0.906  -1.590  0.591
C  -1.023  -2.093  -1.832  -1.898
C  -2.288  -1.793  -2.155  -0.123
N  -2.422  -0.410  -2.110  0.556
C  -1.223  0.118  -1.748  0.359
S  -0.869  1.725  -1.313  -0.157
C  -3.667  0.344  -2.459  1.300
C  -4.716  -0.649  -2.952  -2.163
C  -4.215  1.067  -1.231  -1.432
C  -3.351  1.320  -3.592  -1.672
C  1.673  -2.381  0.291  0.098
S  0.260  -2.055  1.228  -0.292
H  3.752  -5.788  2.560  0.464
H  4.472  -5.253  1.055  0.406
H  2.791  -5.814  1.078  0.378
H  4.413  -3.496  3.598  0.439
H  3.766  -2.022  2.872  0.160
H  5.025  -2.952  2.031  0.365
H  2.200  -4.643  3.744  0.568
H  1.012  -4.503  2.445  0.418
H  1.523  -3.068  3.349  0.312
H  4.586  -3.685  -0.260  0.537
H  3.592  -2.168  -2.299  0.613
H  1.294  -1.449  -3.030  -0.167
H  1.819  0.561  -4.165  0.639
H  2.740  3.087  -3.662  0.554
H  2.078  4.902  -2.656  0.395
H  2.257  5.769  -1.135  0.479
H  0.996  4.541  -1.300  0.260
H  4.519  4.067  -2.558  0.369
H  5.107  3.284  -1.081  0.367
H  4.740  5.014  -1.087  0.445
H  1.923  3.589  0.874  0.308
H  3.189  4.820  0.790  0.565
H  3.624  3.119  0.972  0.461
H  -0.529  -3.046  -1.770  0.728
H  -3.101  -2.444  -2.409  0.523
H  -5.014  -1.352  -2.172  0.413
H  -4.375  -1.204  -3.828  0.487
H  -5.601  -0.084  -3.241  0.448
H  -4.463  0.350  -0.446  0.272
H  -5.129  1.592  -1.511  0.591
H  -3.507  1.791  -0.839  0.276
H  -2.959  0.784  -4.458  0.389
H  -2.630  2.074  -3.286  0.343
H  -4.270  1.826  -3.888  0.493
C  -3.223  -2.212  1.390  -1.340
C  -3.267  -0.756  1.673  -0.524
N  -2.311  0.129  1.448  1.344
C  -2.771  1.340  1.935  -0.390
C  -4.028  1.182  2.428  0.260
N  -4.316  -0.146  2.258  0.099
C  -5.047  2.080  3.031  0.487
O  -4.727  3.346  3.144  -0.565
O  -6.116  1.614  3.353  -0.636
C  -1.874  2.524  1.921  0.958
O  -2.306  3.634  2.216  -0.907
O  -0.679  2.247  1.544  0.043
H  -2.991  -2.753  2.309  0.357
H  -2.440  -2.424  0.667  -0.037
H  -4.180  -2.562  1.000  0.421
H  -5.181  -0.561  2.572  0.265
H  -3.799  3.530  2.799  0.452
Cl  2.137  -0.398  4.346  -0.387
Ge  0.145  0.139  3.528  1.260
Cl  -0.461  1.757  4.899  -0.412
Cl  -1.113  -1.525  4.381  -0.424

# 7
Density functional theory data (ωB97M-V/def2-TZVPD) for 2 unconnected molecules or ions with the total composition C5H11O2 at a distorted geometry.

Computed properties:
HOMO (alpha / beta): -10.8 / -10.6 eV
energy relative to the best compared isomer or geometry (same formula, charge and spin): 8.8 kcal/mol
max |F|: 2.157 eV Å⁻¹
LUMO energy (alpha / beta): 0.828 / -3.090 eV
<S²>: 0.7541
HOMO-LUMO gap (alpha / beta): 11.641 / 7.503 eV
spin multiplicity: 2

Each line ends with the natural charge from an NBO analysis.
Positions of all 18 atoms, in Å:
C  -1.621  1.507  -1.034  -0.610
C  -0.409  2.102  -0.317  -0.621
H  -1.713  0.446  -0.841  0.211
H  -2.523  1.967  -0.629  0.209
H  -1.632  1.792  -2.087  0.200
H  -0.354  3.151  -0.631  0.207
H  0.619  1.783  -0.521  0.194
H  -0.519  1.979  0.759  0.210
C  0.643  -1.136  -0.014  -0.509
C  1.515  -2.395  0.343  -0.595
C  0.023  -0.546  1.245  0.715
O  0.928  -0.081  2.046  -0.168
O  -1.164  -0.515  1.475  -0.569
H  1.329  -0.447  -0.490  0.237
H  -0.163  -1.554  -0.611  0.246
H  1.635  -2.932  -0.588  0.218
H  0.999  -3.065  1.032  0.212
H  2.408  -2.058  0.864  0.213

# 8
Density functional theory data (ωB97M-V/def2-TZVPD) for a molecular structure, C27H67InO14PS.

Computed properties:
HOMO: -4.7 eV
charge: -1
max |F|: 0.596 eV Å⁻¹
LUMO energy: 2.137 eV
HOMO-LUMO gap: 6.854 eV

Each line ends with the Mulliken charge.
Positions of all 111 atoms, in Å:
C  -1.353  3.930  4.103  -1.266
C  -2.168  4.600  2.995  -0.266
C  -1.373  4.753  1.680  -0.330
C  -2.164  4.327  0.421  -1.216
In  -1.543  2.300  -0.238  0.962
C  -2.392  0.858  1.203  -1.391
C  -3.717  0.232  0.715  0.771
C  -4.949  1.019  1.169  -1.376
C  -2.164  1.827  -2.322  -1.438
C  -1.472  0.649  -3.022  -0.480
C  -1.684  -0.673  -2.271  0.475
C  -0.604  -1.739  -2.535  -1.048
S  0.172  -2.362  -1.064  1.244
O  1.519  -1.899  -0.938  -0.618
O  -0.723  -2.280  0.051  -0.511
O  0.244  -3.916  -1.522  -0.423
P  1.036  2.291  -0.208  0.344
O  1.721  1.387  0.751  -0.705
O  1.621  3.825  -0.123  -0.465
O  1.587  1.878  -1.725  -0.449
H  -1.249  2.858  3.920  0.244
H  -1.806  4.054  5.090  0.418
H  -0.344  4.350  4.147  0.306
H  -2.481  5.586  3.351  0.372
H  -3.062  4.003  2.801  0.143
H  -0.463  4.152  1.792  0.108
H  -1.021  5.786  1.582  0.409
H  -2.065  5.061  -0.382  0.310
H  -3.224  4.240  0.678  0.426
H  -1.677  0.070  1.450  0.418
H  -2.591  1.415  2.126  0.445
H  -3.795  -0.811  1.045  -0.228
H  -3.742  0.202  -0.380  0.035
H  -4.854  1.337  2.210  0.320
H  -5.863  0.422  1.089  0.394
H  -5.094  1.911  0.553  0.258
H  -3.245  1.640  -2.333  0.367
H  -2.001  2.730  -2.921  0.408
H  -0.405  0.834  -3.168  0.234
H  -1.906  0.532  -4.027  0.341
H  -2.646  -1.102  -2.558  0.371
H  -1.750  -0.467  -1.201  -0.635
H  -1.043  -2.621  -3.002  0.389
H  0.207  -1.391  -3.175  0.566
H  0.780  -4.374  -0.853  0.324
H  2.587  3.810  -0.192  0.286
H  1.388  2.615  -2.323  0.237
C  -0.768  2.664  8.907  -0.798
O  -0.589  3.563  7.834  -0.269
C  0.044  4.777  8.191  -0.513
C  1.497  4.791  7.769  -0.495
O  2.262  3.825  8.471  -0.389
C  2.516  2.654  7.714  -0.689
H  -1.097  1.718  8.481  0.232
H  0.162  2.504  9.459  0.342
H  -1.537  3.026  9.600  0.310
H  -0.035  4.948  9.270  0.368
H  -0.478  5.589  7.676  0.369
H  1.920  5.777  7.987  0.370
H  1.564  4.623  6.690  0.301
H  3.224  2.857  6.903  0.320
H  1.599  2.244  7.285  0.304
H  2.955  1.923  8.391  0.242
C  -6.014  -3.414  0.492  -0.744
O  -4.937  -3.404  -0.420  -0.367
C  -3.691  -3.759  0.167  0.221
C  -3.294  -5.173  -0.184  -0.588
O  -4.177  -6.141  0.373  -0.406
C  -5.123  -6.634  -0.550  -0.708
H  -6.929  -3.280  -0.085  0.256
H  -6.072  -4.358  1.041  0.348
H  -5.929  -2.590  1.209  0.278
H  -3.732  -3.640  1.254  0.380
H  -2.931  -3.074  -0.211  -0.235
H  -2.295  -5.367  0.216  0.290
H  -3.252  -5.285  -1.273  0.358
H  -4.646  -7.272  -1.304  0.320
H  -5.652  -5.823  -1.058  0.302
H  -5.841  -7.232  0.010  0.245
C  4.964  1.610  -2.090  -0.563
O  5.657  1.687  -3.332  -0.409
C  5.189  2.722  -4.171  -0.294
C  6.110  3.923  -4.157  -0.513
O  6.135  4.567  -2.896  -0.374
C  7.249  4.219  -2.100  -0.732
H  5.502  0.901  -1.463  0.300
H  4.942  2.581  -1.587  0.233
H  3.940  1.258  -2.226  0.253
H  4.179  3.027  -3.880  0.127
H  5.142  2.331  -5.194  0.393
H  5.758  4.654  -4.893  0.379
H  7.121  3.611  -4.445  0.306
H  8.172  4.646  -2.509  0.319
H  7.363  3.135  -2.019  0.321
H  7.079  4.635  -1.108  0.250
C  0.938  -4.892  -4.562  -0.574
O  1.868  -4.783  -5.628  -0.415
C  3.201  -5.065  -5.244  -0.459
C  3.630  -6.452  -5.671  -0.482
O  2.908  -7.468  -4.995  -0.382
C  1.856  -8.021  -5.760  -0.732
H  -0.056  -4.803  -4.999  0.309
H  1.019  -5.857  -4.055  0.319
H  1.082  -4.090  -3.834  0.160
H  3.320  -4.957  -4.161  0.251
H  3.852  -4.330  -5.728  0.403
H  4.690  -6.587  -5.434  0.372
H  3.508  -6.556  -6.755  0.308
H  2.247  -8.631  -6.583  0.327
H  1.205  -7.245  -6.170  0.315
H  1.276  -8.660  -5.096  0.249